Entry 1:
{"formula": "C3H8ClN2", "method": "ωB97M-V with the def2-TZVPD basis set", "gap_ha": [0.279, 0.257], "max_force_ev_per_a": 5.94, "charge": 1, "multiplicity": 3, "lumo_ev": [-3.089, -8.382], "molar_mass_da": 107.56, "total_energy_ha": -688.377872, "e_above_lowest_kcal_mol": 0.00, "symbols": ["C", "C", "C", "N", "N", "Cl", "H", "H", "H", "H", "H", "H", "H", "H"], "positions_angstrom": [[-0.282, -1.051, -1.319], [0.902, 1.065, 1.655], [-0.007, 0.901, 0.448], [0.541, -0.208, -0.475], [-1.568, -1.113, -1.322], [0.524, -2.301, -2.223], [1.965, 1.349, 1.383], [0.382, 1.667, 2.382], [1.143, 0.089, 2.302], [-0.948, 0.440, 0.701], [-0.006, 1.762, -0.218], [1.523, -0.308, -0.537], [-2.198, -0.480, -0.866], [-1.971, -1.811, -1.912]]}

---

Entry 2:
{"formula": "C24H27NOReSi", "method": "ωB97M-V with the def2-TZVPD basis set", "gap_ha": [0.259, 0.177], "max_force_ev_per_a": 6.79, "charge": 2, "multiplicity": 4, "lumo_ev": [-6.737, -9.077], "molar_mass_da": 559.78, "total_energy_ha": -1427.741307, "e_above_lowest_kcal_mol": 10.94, "symbols": ["C", "C", "C", "H", "C", "C", "H", "H", "H", "H", "Re", "C", "H", "H", "H", "Si", "C", "C", "H", "C", "H", "C", "H", "C", "H", "C", "H", "C", "C", "H", "C", "H", "C", "H", "C", "H", "C", "H", "H", "H", "O", "C", "C", "C", "C", "C", "C", "N", "H", "H", "H", "H", "H", "H", "H"], "positions_angstrom": [[-0.003, -1.770, -0.276], [1.280, -1.687, -0.907], [2.273, -1.521, 0.118], [1.446, -1.636, -1.966], [1.617, -1.508, 1.378], [0.209, -1.647, 1.143], [-0.538, -1.674, 1.917], [-0.940, -1.874, -0.784], [3.352, -1.481, 0.011], [2.145, -1.406, 2.322], [0.988, 0.074, 0.193], [1.403, 3.715, -1.046], [1.819, 3.278, -0.118], [0.287, 3.822, -0.974], [1.755, 3.039, -1.813], [3.575, -0.020, -1.787], [4.159, 1.055, -3.371], [4.509, 0.127, -4.356], [4.268, -0.934, -4.228], [5.128, 0.473, -5.555], [5.403, -0.300, -6.266], [5.331, 1.821, -5.882], [5.810, 2.100, -6.848], [4.924, 2.788, -4.952], [5.001, 3.841, -5.253], [4.388, 2.406, -3.701], [4.140, 3.220, -3.016], [5.236, 0.391, -0.788], [6.473, 0.685, -1.369], [6.529, 0.797, -2.437], [7.627, 0.841, -0.590], [8.579, 1.016, -1.082], [7.575, 0.768, 0.791], [8.491, 0.779, 1.375], [6.321, 0.674, 1.372], [6.279, 0.705, 2.457], [5.158, 0.520, 0.608], [4.196, 0.510, 1.103], [3.663, -1.451, -2.370], [1.881, 4.647, -1.163], [0.606, 1.741, 1.526], [-0.705, 2.173, 1.909], [-1.607, 1.951, 0.763], [-2.920, 2.435, 0.736], [-3.737, 2.089, -0.300], [-3.234, 1.225, -1.286], [-1.913, 0.773, -1.195], [-1.095, 1.140, -0.185], [1.237, 1.779, 2.271], [-1.043, 1.597, 2.775], [-0.678, 3.229, 2.178], [-3.200, 3.026, 1.602], [-4.772, 2.457, -0.343], [-3.860, 0.880, -2.089], [-1.511, 0.073, -1.927]]}

---

Entry 3:
{"formula": "C35H53N4OP2Zr", "method": "ωB97M-V with the def2-TZVPD basis set", "gap_ha": [0.149, 0.149], "max_force_ev_per_a": 9.21, "charge": 3, "multiplicity": 1, "lumo_ev": [-10.827, -10.827], "molar_mass_da": 699.01, "total_energy_ha": -2388.548400, "e_above_lowest_kcal_mol": 56.32, "symbols": ["C", "C", "C", "C", "C", "H", "H", "H", "N", "P", "P", "C", "H", "H", "C", "O", "C", "H", "C", "C", "C", "C", "C", "H", "H", "H", "C", "H", "H", "H", "C", "H", "H", "H", "C", "H", "H", "H", "C", "H", "H", "H", "C", "H", "H", "H", "C", "H", "H", "H", "C", "H", "H", "H", "C", "H", "H", "H", "C", "H", "H", "H", "C", "H", "H", "H", "C", "H", "H", "H", "Zr", "N", "C", "C", "C", "C", "C", "H", "C", "H", "C", "H", "H", "H", "C", "N", "C", "C", "N", "C", "H", "H", "H", "H", "H", "H"], "positions_angstrom": [[-0.432, 2.904, -1.009], [-1.197, 2.759, 1.253], [-0.712, 4.264, -1.016], [-1.665, 4.092, 1.166], [-1.393, 4.841, 0.053], [-0.417, 4.841, -1.900], [-2.142, 4.505, 2.059], [-1.697, 5.893, 0.012], [-0.699, 2.150, 0.089], [-0.090, 0.487, -2.513], [-0.240, 0.598, 2.810], [0.194, 2.297, -2.274], [-0.172, 2.844, -3.163], [1.286, 2.479, -2.269], [0.554, -1.895, -0.653], [1.184, -2.822, -1.004], [-1.134, 2.113, 2.522], [-1.702, 2.603, 3.326], [-1.179, -0.949, 3.642], [0.941, 1.428, 4.071], [-1.747, 0.510, -3.467], [1.317, 0.042, -3.698], [-1.250, -2.140, 2.669], [-0.255, -2.441, 2.310], [-1.663, -3.002, 3.215], [-1.907, -1.971, 1.809], [-0.406, -1.444, 4.869], [0.592, -1.803, 4.590], [-0.321, -0.691, 5.659], [-0.940, -2.305, 5.299], [-2.592, -0.504, 4.018], [-3.114, -1.353, 4.492], [-2.598, 0.336, 4.726], [-3.179, -0.211, 3.136], [2.107, 0.510, 4.439], [2.610, 0.108, 3.551], [2.828, 1.125, 4.996], [1.814, -0.311, 5.099], [1.554, 2.674, 3.419], [1.995, 2.440, 2.441], [0.827, 3.487, 3.298], [2.367, 3.029, 4.070], [0.158, 1.849, 5.344], [-0.922, 1.974, 5.189], [0.312, 1.136, 6.167], [0.550, 2.818, 5.698], [1.160, -1.412, -4.179], [2.095, -1.688, -4.694], [1.016, -2.109, -3.344], [0.340, -1.523, -4.901], [2.647, 0.164, -2.942], [2.847, 1.188, -2.603], [2.696, -0.511, -2.082], [3.453, -0.116, -3.639], [1.401, 0.975, -4.918], [2.391, 0.834, -5.376], [0.669, 0.729, -5.693], [1.308, 2.037, -4.653], [-2.790, 1.273, -2.633], [-3.790, 1.080, -3.054], [-2.827, 0.954, -1.589], [-2.622, 2.359, -2.662], [-2.175, -0.958, -3.654], [-2.189, -1.506, -2.704], [-3.195, -0.972, -4.072], [-1.518, -1.488, -4.358], [-1.673, 1.205, -4.838], [-1.194, 2.195, -4.794], [-1.178, 0.588, -5.599], [-2.703, 1.368, -5.196], [-0.350, -0.122, 0.090], [-2.310, -1.044, -0.244], [-3.492, -1.289, -0.289], [-4.790, -0.865, 0.207], [-6.000, -1.526, -0.079], [-4.823, 0.358, 0.923], [-7.208, -0.950, 0.321], [-5.972, -2.461, -0.647], [-6.041, 0.906, 1.320], [-3.907, 0.910, 1.139], [-7.240, 0.274, 0.992], [-8.140, -1.463, 0.093], [-6.061, 1.826, 1.894], [-8.191, 0.712, 1.271], [5.334, -1.250, 1.280], [4.153, -0.465, 0.943], [4.148, 0.905, 0.691], [2.859, 1.253, 0.418], [2.054, 0.104, 0.477], [2.875, -0.912, 0.807], [6.065, -1.234, 0.456], [5.834, -0.834, 2.168], [5.053, -2.290, 1.483], [5.047, 1.496, 0.730], [2.469, 2.231, 0.169], [2.596, -1.944, 0.953]]}

---

Entry 4:
{"formula": "C2H3NO2S", "method": "ωB97M-V with the def2-TZVPD basis set", "gap_ha": 0.310, "max_force_ev_per_a": 5.04, "multiplicity": 1, "lumo_ev": -0.881, "molar_mass_da": 105.12, "total_energy_ha": -681.309140, "e_above_lowest_kcal_mol": 94.24, "symbols": ["O", "N", "C", "C", "O", "S", "H", "H", "H"], "positions_angstrom": [[-2.168, -0.100, 0.107], [-1.574, 0.825, 0.903], [-0.265, 0.907, 0.675], [0.386, -0.009, -0.319], [-0.322, -1.150, -0.570], [2.031, -0.058, -0.360], [-3.125, -0.190, 0.541], [0.266, 1.737, 1.158], [0.575, -1.769, -0.693]]}

---

Entry 5:
{"formula": "C20H14I2N4O5S4SeSn", "method": "ωB97M-V with the def2-TZVPD basis set", "gap_ha": 0.199, "max_force_ev_per_a": 1.10, "charge": -2, "multiplicity": 1, "lumo_ev": 3.673, "molar_mass_da": 970.10, "total_energy_ha": -6169.916901, "e_above_lowest_kcal_mol": 22.45, "symbols": ["Sn", "O", "C", "O", "C", "C", "C", "C", "C", "O", "C", "C", "O", "O", "H", "H", "H", "H", "H", "H", "H", "H", "Se", "N", "C", "C", "C", "C", "C", "N", "C", "C", "N", "C", "C", "C", "C", "C", "N", "H", "H", "H", "H", "H", "H", "S", "S", "S", "S", "I", "I"], "positions_angstrom": [[-0.385, 0.420, 0.144], [-0.938, -2.138, -2.996], [-1.471, -1.532, -2.075], [-1.310, -0.277, -1.805], [-2.445, -2.293, -1.167], [-3.451, -1.357, -0.495], [-4.544, -2.187, 0.207], [-3.818, -2.622, 1.510], [-2.408, -2.109, 1.233], [-2.687, -0.842, 0.613], [-1.764, -2.916, 0.097], [-0.252, -2.791, 0.134], [0.436, -3.792, 0.087], [0.247, -1.584, 0.266], [-2.918, -3.054, -1.785], [-3.799, -0.538, -1.115], [-4.835, -3.036, -0.413], [-5.431, -1.589, 0.414], [-3.847, -3.696, 1.694], [-4.221, -2.099, 2.376], [-1.780, -1.971, 2.107], [-2.002, -3.973, 0.190], [7.532, -0.945, 0.107], [6.369, -0.402, 1.354], [5.204, -0.269, 0.763], [4.004, 0.161, 1.424], [4.016, 0.613, 2.790], [2.874, 0.978, 3.379], [1.584, 0.796, 2.672], [1.663, 0.700, 1.253], [2.808, 0.262, 0.716], [2.796, -0.051, -0.730], [1.626, 0.069, -1.355], [1.532, -0.196, -2.648], [2.637, -0.575, -3.407], [3.855, -0.701, -2.779], [3.946, -0.447, -1.413], [5.191, -0.581, -0.667], [6.313, -0.955, -1.203], [4.970, 0.676, 3.298], [2.834, 1.340, 4.398], [0.820, 1.504, 2.977], [0.543, -0.119, -3.080], [2.520, -0.774, -4.463], [4.749, -0.994, -3.314], [-1.671, 1.579, 2.223], [-2.213, 0.309, 3.700], [-0.470, -0.040, 4.796], [0.759, -0.853, 3.404], [-0.363, 2.818, -1.092], [-0.265, 5.576, -2.369]]}

---

Entry 6:
{"formula": "C6H8N4", "method": "ωB97M-V with the def2-TZVPD basis set", "gap_ha": [0.311, 0.287], "max_force_ev_per_a": 4.72, "multiplicity": 1, "lumo_ev": [-1.219, -0.493], "molar_mass_da": 136.16, "total_energy_ha": -452.279804, "e_above_lowest_kcal_mol": 114.13, "symbols": ["C", "C", "C", "C", "C", "C", "N", "N", "N", "N", "H", "H", "H", "H", "H", "H", "H", "H"], "positions_angstrom": [[-1.465, -0.843, 0.819], [0.178, -1.164, 2.558], [0.576, 1.001, -1.224], [0.182, -0.566, -1.504], [-0.121, 1.562, -0.027], [-0.334, -0.362, 1.501], [-2.330, -1.005, 0.076], [0.271, -1.956, 3.386], [0.862, -1.354, -0.538], [0.088, 0.962, 1.228], [1.618, 0.945, -1.146], [0.264, 1.461, -2.062], [-0.849, -0.676, -1.736], [0.666, -0.739, -2.474], [0.166, 2.556, 0.235], [-1.177, 1.369, -0.340], [0.425, -2.402, -0.498], [0.981, 1.212, 1.745]]}

---

Entry 7:
{"formula": "C21H26BN6PdSi", "method": "ωB97M-V with the def2-TZVPD basis set", "gap_ha": 0.288, "max_force_ev_per_a": 1.55, "charge": -1, "multiplicity": 1, "lumo_ev": 3.005, "molar_mass_da": 507.80, "total_energy_ha": -1586.682770, "e_above_lowest_kcal_mol": 5.25, "symbols": ["Pd", "C", "C", "N", "N", "C", "B", "N", "C", "C", "C", "N", "N", "C", "C", "C", "N", "H", "H", "H", "H", "H", "H", "H", "H", "H", "H", "C", "C", "C", "C", "C", "C", "C", "C", "H", "H", "H", "H", "H", "C", "Si", "C", "C", "C", "H", "H", "H", "H", "H", "H", "H", "H", "H", "H", "H"], "positions_angstrom": [[-0.447, 0.040, -0.670], [1.630, 3.639, -1.183], [0.623, 3.481, -0.216], [0.801, 2.365, 0.479], [1.896, 1.780, -0.028], [2.423, 2.521, -1.022], [2.517, 0.533, 0.640], [2.596, -0.615, -0.399], [3.666, -1.253, -0.900], [3.216, -2.265, -1.727], [1.819, -2.168, -1.659], [1.461, -1.184, -0.850], [1.617, 0.082, 1.795], [1.982, -0.142, 3.068], [0.894, -0.646, 3.749], [-0.114, -0.707, 2.777], [0.334, -0.282, 1.606], [1.746, 4.427, -1.907], [-0.223, 4.116, -0.004], [3.302, 2.192, -1.553], [3.630, 0.766, 1.051], [4.662, -0.941, -0.633], [3.805, -2.965, -2.293], [1.062, -2.752, -2.157], [2.984, 0.084, 3.394], [0.836, -0.926, 4.787], [-1.134, -1.044, 2.870], [-0.655, -0.486, -2.505], [-0.754, -0.770, -3.682], [-0.813, -1.147, -5.058], [-1.021, -2.479, -5.438], [-1.079, -2.841, -6.774], [-0.930, -1.884, -7.770], [-0.723, -0.559, -7.409], [-0.665, -0.193, -6.074], [-1.140, -3.225, -4.662], [-1.242, -3.878, -7.041], [-0.976, -2.167, -8.814], [-0.605, 0.198, -8.175], [-0.503, 0.839, -5.793], [-2.929, 1.061, 1.909], [-3.307, 0.199, 0.273], [-5.189, 0.297, 0.026], [-3.039, -1.666, 0.435], [-2.274, 0.958, -1.047], [-3.333, 0.512, 2.764], [-3.384, 2.056, 1.912], [-1.855, 1.186, 2.052], [-5.698, -0.232, 0.837], [-5.479, -0.175, -0.916], [-5.559, 1.325, 0.011], [-3.720, -2.084, 1.184], [-2.013, -1.928, 0.702], [-3.256, -2.146, -0.523], [-2.125, 2.036, -0.936], [-2.622, 0.738, -2.054]]}

---

Entry 8:
{"formula": "C4H2N2O", "method": "ωB97M-V with the def2-TZVPD basis set", "gap_ha": 0.343, "max_force_ev_per_a": 3.08, "multiplicity": 1, "lumo_ev": -1.172, "molar_mass_da": 94.07, "total_energy_ha": -338.223549, "e_above_lowest_kcal_mol": 73.97, "symbols": ["C", "C", "C", "O", "N", "C", "N", "H", "H"], "positions_angstrom": [[1.749, -0.701, 0.790], [0.579, -0.588, 0.488], [-0.963, -0.955, 0.410], [-1.394, -1.969, 0.882], [-1.525, 0.021, -0.340], [-0.569, 0.802, -0.611], [-0.028, 1.756, -1.085], [2.776, -0.763, 1.068], [-0.625, 2.398, -1.603]]}